28
Properties=species:S:1:pos:R:3 method="wB97M-V/def2-TZVPD" orbital_gap_ev="6.09 / 7.98" de_lowest_ev=0.000 energy_ha=-445.74611 spin_multiplicity=3
C -2.16961 1.39494 -0.76933
C 0.42706 1.33355 1.54032
C -2.49075 0.25473 -0.16276
C 0.51487 0.37931 0.64581
C -1.48365 -0.60143 0.40182
C -3.89810 -0.25361 -0.03684
C 2.19388 -1.41273 0.57018
C 2.79524 0.90074 -0.16695
C 1.25206 -0.48280 -1.56439
C 1.66993 -0.14696 -0.12827
N -1.61722 -1.77768 0.76423
H -2.92131 2.02069 -1.22099
H -1.14626 1.72142 -0.83600
H 1.28030 1.93139 1.85089
H -0.50375 1.59114 2.02361
H -4.59878 0.41490 -0.52984
H -4.16813 -0.34828 1.01391
H -3.96260 -1.24704 -0.47728
H 1.47744 -2.22784 0.47862
H 3.13564 -1.72828 0.12053
H 2.36472 -1.21424 1.62911
H 3.19140 1.07491 0.83121
H 3.60723 0.55198 -0.80258
H 2.42486 1.84613 -0.56253
H 1.03809 0.43087 -2.11800
H 0.36149 -1.10733 -1.56588
H 2.05470 -1.01522 -2.07716
H -0.82875 -2.28327 1.14856